5 unconnected molecules or ions with the total composition C26H38F3N6O2 at a distorted geometry. Source: the OMol25 dataset; level of theory: the ωB97M-V functional and the def2-TZVPD basis.

Output
F_max in Eh/bohr: 0.0468
Electronic energy in Eh: -1791.7696
Gap between HOMO and LUMO in eV: 6.591
Charge: +1

Atoms and positions in Å:
N -3.970 -5.221 -3.836
C -3.423 -3.933 -3.577
C -2.155 -3.656 -4.023
C -1.593 -2.417 -3.770
C -0.176 -2.192 -4.250
O 0.479 -3.119 -4.643
O 0.309 -0.915 -4.218
C -2.342 -1.462 -3.099
C -3.626 -1.811 -2.672
N -4.145 -3.017 -2.910
C -5.490 -3.373 -2.414
C -6.574 -2.273 -2.623
C -7.339 -2.501 -3.910
F -7.991 -3.669 -4.041
C -7.338 -1.522 -4.855
F -6.187 -1.171 -5.402
F -8.390 -0.850 -5.237
H -3.854 -5.377 -4.832
H -3.485 -5.930 -3.298
H -1.576 -4.412 -4.542
H 1.014 -0.902 -3.554
H -1.873 -0.503 -2.909
H -4.221 -1.094 -2.118
H -5.870 -4.306 -2.821
H -5.393 -3.530 -1.329
H -7.317 -2.429 -1.829
H -6.202 -1.251 -2.559
C -1.879 0.178 2.061
C -2.311 0.667 0.688
C -3.713 1.276 0.682
C -4.696 0.258 1.098
N -5.457 -0.554 1.393
H -2.530 -0.619 2.428
H -0.865 -0.222 2.005
H -1.890 0.992 2.790
H -2.294 -0.152 -0.038
H -1.596 1.415 0.339
H -3.970 1.626 -0.319
H -3.772 2.129 1.360
C 3.987 0.290 3.901
C 3.253 1.581 3.557
C 1.740 1.386 3.415
C 1.456 0.430 2.332
N 1.234 -0.320 1.486
H 3.877 -0.456 3.112
H 5.053 0.480 4.019
H 3.612 -0.138 4.834
H 3.662 1.984 2.628
H 3.444 2.318 4.338
H 1.258 2.337 3.182
H 1.311 1.009 4.345
C 5.616 -2.084 -1.856
C 4.126 -1.797 -1.705
C 3.820 -0.303 -1.550
C 4.472 0.236 -0.350
N 4.976 0.659 0.595
H 6.173 -1.778 -0.970
H 5.785 -3.152 -1.992
H 6.031 -1.563 -2.720
H 3.742 -2.341 -0.840
H 3.599 -2.178 -2.585
H 2.743 -0.145 -1.458
H 4.172 0.253 -2.421
C 5.600 5.326 5.606
C 5.140 5.840 4.247
C 3.743 6.470 4.289
C 2.746 5.479 4.725
N 1.975 4.696 5.067
H 4.950 4.531 5.976
H 6.607 4.915 5.536
H 5.613 6.129 6.346
H 5.150 5.015 3.531
H 5.851 6.585 3.887
H 3.462 6.834 3.300
H 3.723 7.315 4.978